Molecular formula: C75H163N9O11
Method: DFT, ωB97M-V/def2-TZVPD

The calculation puts the largest force on an atom at 0.0680 hartree/bohr. Its LUMO energy (spin up / spin down) is -0.0676 / -0.2314 hartree. As for the gap between HOMO and LUMO (spin up / spin down): 7.419 / 2.961 eV. The spin multiplicity is 2. The value obtained for the total energy is -4275.0285 a.u. The molecular weight is 1367.2 g/mol. As for the net charge: +1.

Last column: Mulliken charge in e.
Atoms and positions in Å:
1 C -8.835 2.490 4.321  -1.76
2 C -7.877 3.516 3.754  1.22
3 C -6.406 3.076 4.088  -1.37
4 C -5.859 1.827 3.379  -0.84
5 C -5.957 2.144 1.896  -0.73
6 C -7.350 2.617 1.388  1.25
7 N -7.974 3.579 2.255  1.50
8 O -9.169 4.014 1.775  -0.49
9 C -7.140 3.115 -0.056  -1.49
10 C -8.248 1.285 1.151  -1.63
11 C -8.212 4.876 4.412  -1.60
12 H -9.850 2.829 4.114  0.39
13 H -8.730 2.361 5.398  0.43
14 H -8.578 1.516 3.905  0.33
15 H -5.639 3.802 3.819  0.27
16 H -6.214 2.796 5.124  0.51
17 H -6.449 0.964 3.688  0.47
18 H -4.814 1.682 3.651  0.36
19 H -5.674 1.154 1.538  0.25
20 H -5.119 2.700 1.476  0.33
21 H -8.065 3.337 -0.588  0.47
22 H -6.513 4.007 -0.022  -0.01
23 H -6.507 2.441 -0.634  0.51
24 H -7.696 0.619 0.487  0.43
25 H -8.652 0.707 1.982  0.26
26 H -9.212 1.492 0.686  0.47
27 H -7.699 5.718 3.948  0.21
28 H -8.148 4.915 5.500  0.43
29 H -9.267 5.121 4.293  0.45
30 H -8.848 4.773 1.283  0.61
31 C 1.988 0.256 -0.004  -1.10
32 C 1.783 0.239 1.530  1.99
33 C 2.967 1.120 2.230  -1.77
34 C 2.608 2.623 2.308  1.25
35 C 1.218 2.844 2.858  -1.87
36 C 0.035 2.140 2.199  2.06
37 N 0.459 0.722 1.995  -0.48
38 O -0.554 0.017 1.404  1.39
39 C -1.271 2.235 3.082  -2.00
40 C -0.331 2.854 0.847  -0.38
41 C 1.994 -1.211 2.133  -0.80
42 H 1.275 -0.426 -0.467  0.08
43 H 2.930 -0.131 -0.392  0.35
44 H 1.706 1.185 -0.500  -0.47
45 H 3.064 0.730 3.243  0.61
46 H 3.839 0.845 1.637  0.53
47 H 2.797 3.083 1.338  -1.06
48 H 3.367 3.094 2.932  0.49
49 H 1.063 3.896 2.619  0.26
50 H 1.211 2.785 3.947  0.52
51 H -1.186 1.761 4.059  0.46
52 H -1.502 3.266 3.348  0.42
53 H -2.132 1.847 2.536  0.04
54 H -0.552 3.897 1.072  0.02
55 H 0.548 2.927 0.208  -0.38
56 H -1.152 2.393 0.297  0.00
57 H 2.827 -1.683 1.613  -0.98
58 H 1.201 -1.894 1.827  -0.13
59 H 1.975 -1.291 3.220  0.80
60 H -0.767 -0.666 2.045  -0.08
61 C -1.449 -4.602 -5.215  -2.11
62 C -0.188 -3.956 -4.701  1.89
63 C -0.690 -3.008 -3.584  -0.20
64 C 0.253 -2.680 -2.377  1.52
65 C 1.102 -3.882 -1.994  -1.02
66 C 1.818 -4.650 -3.142  1.91
67 N 0.735 -4.978 -4.091  0.40
68 O 1.153 -5.829 -5.093  -0.53
69 C 2.920 -3.732 -3.678  -1.52
70 C 2.428 -5.909 -2.496  -1.58
71 C 0.543 -3.118 -5.826  -1.46
72 H -1.947 -5.293 -4.534  0.44
73 H -1.344 -5.143 -6.155  0.49
74 H -2.190 -3.824 -5.396  0.32
75 H -0.867 -2.050 -4.071  -1.04
76 H -1.641 -3.278 -3.125  0.42
77 H -0.347 -2.401 -1.510  -0.65
78 H 0.876 -1.827 -2.646  -0.64
79 H 0.466 -4.671 -1.593  0.23
80 H 1.862 -3.563 -1.281  -0.05
81 H 3.203 -3.893 -4.719  0.28
82 H 2.651 -2.692 -3.496  0.09
83 H 3.846 -3.899 -3.128  0.51
84 H 1.630 -6.557 -2.132  0.38
85 H 3.046 -6.337 -3.285  0.57
86 H 2.980 -5.700 -1.580  -0.10
87 H 1.251 -2.434 -5.360  0.21
88 H -0.133 -2.494 -6.411  0.44
89 H 1.081 -3.704 -6.572  0.37
90 H 0.558 -6.567 -4.942  0.37
91 C -1.016 -6.175 0.875  -1.89
92 C 0.217 -6.520 1.824  1.88
93 C 0.266 -5.374 2.894  -0.62
94 C 1.137 -5.727 4.130  -0.68
95 C 0.486 -6.985 4.734  -1.36
96 C 0.447 -8.205 3.821  1.44
97 N -0.080 -7.820 2.533  0.22
98 O -0.277 -8.939 1.636  -0.46
99 C 1.822 -8.924 3.736  -1.51
100 C -0.619 -9.116 4.439  -1.98
101 C 1.563 -6.486 1.043  -0.64
102 H -1.976 -6.413 1.334  0.53
103 H -0.952 -6.885 0.051  0.44
104 H -1.053 -5.108 0.655  -0.08
105 H 0.778 -4.497 2.498  -0.38
106 H -0.694 -4.923 3.143  0.51
107 H 1.114 -4.928 4.871  0.44
108 H 2.171 -5.729 3.784  0.17
109 H -0.501 -6.738 5.126  0.36
110 H 1.185 -7.215 5.538  0.55
111 H 2.237 -9.187 4.709  0.44
112 H 1.777 -9.761 3.040  0.41
113 H 2.549 -8.200 3.369  0.24
114 H -0.373 -9.415 5.458  0.45
115 H -1.613 -8.696 4.589  0.39
116 H -0.670 -10.113 4.000  0.36
117 H 1.524 -7.131 0.166  0.73
118 H 2.460 -6.644 1.642  -0.23
119 H 1.562 -5.449 0.707  -0.16
120 H 0.653 -9.099 1.459  0.39
121 C 7.599 -6.195 1.546  -2.05
122 C 6.584 -5.291 0.741  1.76
123 C 5.382 -5.128 1.748  -2.02
124 C 4.480 -3.846 1.560  1.05
125 C 5.390 -2.582 1.397  -0.72
126 C 6.517 -2.749 0.300  1.82
127 N 7.261 -3.998 0.567  0.42
128 O 8.382 -4.102 -0.244  -0.48
129 C 5.925 -2.605 -1.080  -1.33
130 C 7.605 -1.626 0.563  -1.87
131 C 6.052 -6.003 -0.587  -1.32
132 H 8.112 -5.795 2.420  0.38
133 H 8.332 -6.602 0.848  0.47
134 H 7.083 -7.068 1.946  0.42
135 H 4.691 -5.970 1.797  0.34
136 H 5.704 -5.094 2.788  0.44
137 H 3.764 -3.651 2.359  0.90
138 H 3.935 -4.080 0.645  -1.08
139 H 5.785 -2.463 2.406  0.50
140 H 4.822 -1.675 1.190  -0.29
141 H 6.683 -2.984 -1.765  0.54
142 H 5.091 -3.283 -1.266  -0.27
143 H 5.791 -1.554 -1.334  0.31
144 H 7.063 -0.732 0.869  0.26
145 H 8.205 -1.780 1.460  0.45
146 H 8.305 -1.420 -0.248  0.37
147 H 6.884 -6.131 -1.279  0.43
148 H 5.275 -5.433 -1.097  0.04
149 H 5.597 -6.973 -0.388  0.38
150 H 9.042 -4.158 0.451  0.36
151 C -1.440 0.426 -5.997  -1.51
152 C -0.644 1.363 -5.104  1.45
153 C 0.696 0.629 -5.059  -0.30
154 C 1.816 1.495 -4.417  0.01
155 C 1.919 2.786 -5.220  -1.55
156 C 0.607 3.634 -5.281  1.87
157 N -0.525 2.727 -5.665  0.41
158 O -1.792 3.349 -5.818  -0.48
159 C 0.372 4.442 -3.958  -1.55
160 C 0.800 4.627 -6.399  -2.11
161 C -1.314 1.348 -3.728  -0.13
162 H -1.427 -0.605 -5.645  -0.08
163 H -1.120 0.377 -7.038  0.44
164 H -2.484 0.736 -6.044  0.41
165 H 0.708 -0.268 -4.440  -0.76
166 H 1.105 0.365 -6.034  0.67
167 H 2.734 0.916 -4.321  0.76
168 H 1.692 1.823 -3.385  -0.68
169 H 2.395 2.527 -6.165  0.42
170 H 2.657 3.318 -4.619  0.20
171 H 0.371 3.852 -3.041  -0.20
172 H 1.144 5.202 -3.835  0.64
173 H -0.669 4.765 -3.970  0.36
174 H 0.862 4.076 -7.337  0.56
175 H -0.042 5.304 -6.546  0.44
176 H 1.700 5.236 -6.316  0.36
177 H -1.199 0.399 -3.205  -0.48
178 H -2.347 1.692 -3.781  0.35
179 H -0.845 2.055 -3.043  -0.05
180 H -1.592 3.720 -6.680  0.41
181 C 4.594 5.781 -2.222  -1.75
182 C 4.016 4.924 -1.028  2.21
183 C 4.109 3.437 -1.435  0.82
184 C 5.390 2.690 -1.209  -1.39
185 C 5.857 2.938 0.233  -0.89
186 C 6.044 4.426 0.616  1.16
187 N 4.755 5.113 0.261  0.78
188 O 4.586 6.355 0.895  -0.58
189 C 6.323 4.308 2.173  -1.75
190 C 7.406 4.914 -0.090  -1.45
191 C 2.596 5.350 -0.781  -1.46
192 H 4.517 6.863 -2.117  0.45
193 H 4.091 5.487 -3.143  0.22
194 H 5.646 5.580 -2.424  0.39
195 H 3.257 2.884 -1.040  -0.82
196 H 3.891 3.369 -2.501  -0.02
197 H 6.170 3.008 -1.901  0.42
198 H 5.236 1.633 -1.428  0.57
199 H 6.845 2.520 0.427  0.61
200 H 5.032 2.548 0.828  -0.43
201 H 7.090 3.560 2.371  0.43
202 H 6.660 5.271 2.558  0.46
203 H 5.362 4.139 2.659  0.29
204 H 7.223 5.863 -0.592  0.32
205 H 8.264 4.950 0.581  0.39
206 H 7.568 4.305 -0.980  0.32
207 H 2.484 6.434 -0.820  0.50
208 H 2.125 5.035 0.150  0.00
209 H 1.992 4.840 -1.531  -0.13
210 H 5.268 6.855 0.440  0.37
211 C -8.202 6.320 -0.829  -0.81
212 O -8.154 6.193 0.579  -0.42
213 C -7.361 7.237 1.191  -1.14
214 C -5.835 6.886 1.177  -0.31
215 N -5.443 6.047 2.258  -0.22
216 C -4.125 5.446 1.959  0.03
217 C -2.895 6.450 2.164  -1.09
218 O -1.745 5.987 1.469  -0.13
219 C -0.708 6.890 1.534  -0.75
220 H -9.089 5.802 -1.195  0.23
221 H -7.255 5.913 -1.182  0.32
222 H -8.244 7.372 -1.112  0.36
223 H -7.729 7.327 2.213  0.45
224 H -7.557 8.242 0.817  0.49
225 H -5.330 7.851 1.206  0.47
226 H -5.639 6.501 0.176  0.32
227 H -6.181 5.371 2.392  0.06
228 H -4.159 5.066 0.938  0.27
229 H -3.928 4.577 2.586  -0.02
230 H -2.673 6.742 3.190  0.37
231 H -3.271 7.259 1.537  0.49
232 H -0.957 7.892 1.185  0.41
233 H 0.205 6.550 1.044  0.00
234 H -0.329 6.885 2.556  0.39
235 C -1.898 -1.339 4.674  -1.02
236 O -1.893 -1.693 3.313  0.12
237 C -3.211 -1.982 2.830  -0.85
238 C -3.238 -2.366 1.295  0.00
239 N -3.046 -1.105 0.546  0.37
240 C -2.786 -1.284 -0.887  0.05
241 C -3.797 -0.529 -1.676  -0.34
242 O -3.607 -0.905 -3.044  -0.17
243 C -4.550 -0.280 -3.933  -0.94
244 H -2.498 -0.452 4.874  0.17
245 H -0.888 -1.149 5.038  0.29
246 H -2.290 -2.057 5.395  0.35
247 H -3.920 -1.169 2.986  0.00
248 H -3.615 -2.814 3.406  0.52
249 H -4.220 -2.759 1.033  0.54
250 H -2.442 -3.081 1.084  -0.18
251 H -2.520 -0.431 1.084  -0.01
252 H -2.813 -2.341 -1.151  0.42
253 H -1.826 -0.928 -1.263  -0.76
254 H -3.635 0.538 -1.520  0.28
255 H -4.777 -0.849 -1.322  0.47
256 H -4.479 0.805 -4.010  0.29
257 H -5.607 -0.491 -3.766  0.31
258 H -4.158 -0.723 -4.848  0.27